Entry 1:
A structure of composition C48H34BaN3O4S7, computed with ωB97M-V/def2-TZVPD.

Positions of all 97 atoms, in Å:
Ba 0.076 0.084 -0.285
C 0.345 -3.422 -6.141
C -0.362 -2.562 -5.134
C -0.743 -1.260 -5.430
C -1.397 -0.485 -4.487
C -1.656 -0.999 -3.231
C -1.257 -2.287 -2.912
C -0.630 -3.066 -3.864
S -2.459 0.037 -1.990
O -3.038 1.169 -2.737
C -3.890 -1.044 -1.692
C -4.348 -1.968 -2.625
C -5.559 -2.596 -2.445
C -6.351 -2.313 -1.314
C -7.617 -2.903 -1.135
C -8.384 -2.621 -0.029
C -7.902 -1.748 0.945
C -6.673 -1.146 0.792
C -5.879 -1.385 -0.345
C -4.625 -0.734 -0.552
C -4.219 0.370 0.333
C -5.031 1.549 0.339
C -6.097 1.717 -0.565
C -6.869 2.852 -0.546
C -6.619 3.865 0.381
C -5.567 3.746 1.253
C -4.739 2.610 1.238
C -3.614 2.513 2.086
C -2.804 1.413 2.017
C -3.096 0.351 1.154
S -1.919 -1.000 1.355
O -1.633 -1.513 -0.005
C -3.163 -2.050 2.132
C -3.929 -3.002 1.489
C -4.940 -3.646 2.189
C -5.164 -3.373 3.530
C -6.251 -4.062 4.304
C -4.350 -2.444 4.176
C -3.363 -1.780 3.478
H 0.313 -2.971 -7.131
H -0.113 -4.410 -6.187
H 1.389 -3.550 -5.854
H -0.533 -0.848 -6.409
H -1.721 0.520 -4.713
H -1.470 -2.683 -1.933
H -0.338 -4.078 -3.621
H -3.773 -2.161 -3.519
H -5.925 -3.285 -3.195
H -7.974 -3.587 -1.895
H -9.364 -3.069 0.084
H -8.500 -1.539 1.822
H -6.308 -0.472 1.552
H -6.302 0.949 -1.297
H -7.670 2.969 -1.263
H -7.244 4.748 0.401
H -5.348 4.529 1.964
H -3.377 3.322 2.761
H -1.919 1.355 2.635
H -3.752 -3.233 0.450
H -5.575 -4.357 1.677
H -6.871 -4.675 3.654
H -6.886 -3.328 4.800
H -5.819 -4.701 5.075
H -4.503 -2.236 5.227
H -2.740 -1.044 3.965
O 3.130 6.492 2.524
C 2.886 5.316 2.392
S 4.047 4.121 1.833
C 3.003 2.677 1.928
C 1.741 2.903 2.367
S 0.491 1.747 2.507
S 1.339 4.588 2.776
S 3.651 1.187 1.424
N 2.580 -1.784 2.189
C 1.412 -1.593 2.869
N 1.528 -0.781 3.967
O 0.374 -2.193 2.613
H 3.187 -0.968 2.107
H 2.474 -2.279 1.312
H 2.250 -0.076 3.895
H 0.646 -0.398 4.278
N -1.416 6.013 -8.467
C -1.096 5.394 -7.550
C -0.709 4.628 -6.442
C -1.673 4.165 -5.534
C -1.301 3.385 -4.465
C 0.046 3.039 -4.270
C 1.007 3.533 -5.164
C 0.640 4.310 -6.237
C 0.417 2.188 -3.205
C 0.750 1.410 -2.328
H -2.711 4.430 -5.691
H -2.040 3.014 -3.769
H 2.045 3.290 -4.990
H 1.387 4.679 -6.929
S 1.041 -3.888 -0.576
C 1.619 -2.514 -1.002

Output
Multiplicity: 2
Energy relative to the best compared isomer or geometry (same formula, charge and spin) in eV: 2.245
Gap between HOMO and LUMO (spin up / spin down) in eV: 2.93 / 3.80
HOMO energy (spin up / spin down) in eV: -0.3 / -1.2
Total charge: -2

Mulliken atomic charge list, values in e, 2 entries: number 1, Ba, carries 2.046; number 2, C, carries -1.593

Entry 2:
An isolated molecule of C5H10O, computed with ωB97M-V/def2-TZVPD.

Positions of all 16 atoms, in Å:
C -1.974 -0.011 0.746
C -0.647 0.219 -0.007
O -0.612 1.515 -0.598
C 0.561 0.124 0.895
C 1.450 -1.091 0.861
C 1.920 0.208 0.274
H -1.816 -0.163 1.819
H -2.534 -0.872 0.366
H -2.595 0.883 0.633
H -0.536 -0.538 -0.802
H -1.321 1.556 -1.252
H 0.438 0.607 1.863
H 1.896 -1.431 1.792
H 1.195 -1.898 0.178
H 1.957 0.298 -0.808
H 2.688 0.770 0.797

Output
Multiplicity: 1
Energy relative to the best compared isomer or geometry (same formula, charge and spin) in eV: 1.168
Gap between HOMO and LUMO in eV: 11.28
SMILES: C[C@@H](O)C1CC1
HOMO energy in eV: -10.2

natural (NBO) atomic charge list, values in e, 2 entries: number 1, C, carries -0.640; number 2, C, carries 0.096